8
Properties=species:S:1:pos:R:3:mulliken_spin:R:1 method="wB97M-V/def2-TZVPD" orbital_gap_ev="5.53 / 7.40" spin_multiplicity=2 fmax_ev_per_a=4.14 total_charge=+1
O -1.5088 1.4842 1.8698 0.08
Ga -1.6024 0.0123 0.8975 0.76
O -0.0847 -0.1778 0.1904 0.03
C 0.5670 -0.7317 -0.9037 0.00
Mg 0.2612 2.0999 1.6242 0.12
H 0.8546 0.0474 -1.6339 0.00
H 1.4934 -1.2333 -0.5657 0.00
H 0.0197 -1.5010 -1.4786 0.00